The following is a DFT calculation (ωB97M-V with the def2-TZVPD basis set) of a molecular structure, C26H41BrN6P2Pd in a non-equilibrium geometry.

Results
HOMO energy (alpha / beta), hartree: -0.68419 / -0.69856
Spin multiplicity: 5
Charge: +4
Orbital gap (alpha / beta), eV: 5.8939 / 4.0764
Expectation value of S²: 6.088

Each line ends with the Mulliken charge.
Element x y z (Å)
C -0.90548 7.09724 -3.62107  -0.339
C -1.07203 5.73395 -3.93819  0.760
C -1.39189 5.41777 -5.27169  -0.296
C -1.49562 6.44738 -6.22264  -0.404
N -1.30608 7.72799 -5.89762  0.088
C -1.02801 8.06294 -4.63582  -0.370
C -0.92619 4.69381 -2.94086  0.001
C -0.87277 3.84343 -2.06829  -0.553
C -0.92949 2.93712 -0.99148  0.966
C 0.14135 2.97619 -0.08769  -0.981
C 0.15852 2.05671 0.97018  -0.526
C -0.87836 1.14099 0.99820  0.935
C -2.04389 1.18963 0.24743  -0.208
C -2.02985 2.07984 -0.83269  -0.854
Pd -0.02115 -0.40188 1.98113  -0.382
P 2.00676 -1.29451 1.59088  0.964
H -1.54434 4.38370 -5.57103  0.458
H -0.66895 7.40555 -2.60507  0.464
H -1.73228 6.20479 -7.26321  0.423
H -0.88841 9.12321 -4.40009  0.431
H -2.85356 2.13334 -1.55007  0.586
H 0.94904 3.69721 -0.21559  0.523
H -2.87774 0.54178 0.50917  0.527
H 0.96895 2.02890 1.69304  0.552
C 2.11025 -2.88951 2.46486  -0.697
C 2.96320 -4.00476 1.85844  -1.098
H 1.06976 -3.21873 2.59393  0.534
H 2.48318 -2.63619 3.46773  0.406
H 2.94973 -4.86585 2.54270  0.423
H 2.57191 -4.35310 0.89345  0.244
H 4.01272 -3.70872 1.72920  0.267
C 1.89598 -1.48606 -0.21871  0.711
C 2.81354 -0.61639 -1.07565  -1.536
H 0.84384 -1.21962 -0.44633  -0.464
H 2.01849 -2.55437 -0.44691  0.387
H 2.55600 -0.77409 -2.13209  0.439
H 2.68730 0.45403 -0.86451  0.284
H 3.87208 -0.88035 -0.95775  0.323
C 3.51339 -0.38345 2.08103  -0.481
C 4.88909 -1.02507 1.88669  -1.340
H 3.35153 -0.16926 3.14844  0.459
H 3.47769 0.58339 1.55995  0.453
H 5.65743 -0.26811 2.08994  0.404
H 5.07335 -1.85030 2.58430  0.356
H 5.06010 -1.38373 0.86563  0.303
Br -2.51142 -0.69332 2.73760  -0.295
P -2.57294 -3.33127 -1.17610  0.215
C -0.75351 -3.50508 -1.10450  0.377
C -0.39370 -4.95544 -1.44356  -1.454
H -0.43046 -3.22834 -0.08785  -0.345
H -0.30541 -2.80340 -1.82338  0.479
H 0.66407 -5.04517 -1.71012  0.387
H -0.57876 -5.62485 -0.59416  0.368
H -0.98821 -5.32499 -2.28929  0.459
C -3.09172 -3.32338 0.56980  0.584
C -4.56736 -3.71051 0.70225  -1.301
H -2.89150 -2.31050 0.98715  -0.662
H -2.45406 -4.04568 1.11113  0.496
H -4.83533 -3.76300 1.76044  0.383
H -5.22623 -2.97579 0.23087  0.358
H -4.77179 -4.68920 0.25334  0.404
C -2.86588 -1.65012 -1.85585  0.191
C -3.14980 -1.77451 -3.35763  -1.389
H -1.98402 -1.02773 -1.65228  -0.157
H -3.72486 -1.22085 -1.32086  0.477
H -3.54026 -0.83328 -3.75092  0.403
H -2.24327 -2.01473 -3.92283  0.344
H -3.89020 -2.55805 -3.55667  0.399
N 2.81806 1.52881 6.31316  -0.548
N 1.69986 1.25312 5.54575  0.926
N 0.71019 2.17190 5.43074  -0.759
C 0.02457 1.67127 4.38960  -0.454
N 0.61345 0.60186 3.85382  0.378
N 1.73458 0.35118 4.56246  -0.524
H 3.27265 0.66491 6.56934  0.299
H 2.51683 2.10541 7.09044  0.331
H -0.91270 2.08390 4.03682  0.485